[1]
The following is a quantum chemistry calculation of a structure of composition C8H6I3NO, from the OMol25 dataset.

Calculated values
Energy in eV: -36230.7602
Orbital gap in eV: 8.542
Lowest unoccupied orbital energy in eV: -0.391
E_HOMO in eV: -8.93

```
19
C8H6I3NO (ωB97M-V/def2-TZVPD)
C -1.5513 -0.3136 2.3322
C -1.1217 -1.4768 1.7529
C -1.0622 0.8865 1.9676
C 0.3188 -0.2276 0.4073
C -0.0929 -1.4532 0.8166
C -0.0931 0.9653 0.9709
C 1.4402 0.4437 -1.8812
C 0.0495 0.3538 -2.5191
N 1.5496 -0.1781 -0.6778
O 2.3528 0.9068 -2.4942
I 0.4946 -3.1460 -0.1979
I 0.5230 2.9056 0.1780
I 3.2811 0.1991 0.1440
H -2.3210 -0.4745 3.1381
H -1.6007 -2.3863 1.8238
H -1.2734 1.7723 2.5231
H 0.3103 0.0763 -3.5229
H -0.4198 1.4036 -2.4000
H -0.7839 -0.2568 -2.3614
```

---

[2]
The following is a quantum chemistry calculation of a cluster of 2 separate species, C9H14 in total, from the OMol25 dataset.

Calculated values
Energy in eV: -9551.1722
Spin multiplicity: 2
Orbital gap (alpha / beta) in eV: 10.085 / 6.321
Expectation value of S²: 0.768
Lowest unoccupied orbital energy (alpha / beta) in eV: -4.466 / -8.232
Total charge: +1
E_HOMO (alpha / beta) in eV: -14.55 / -14.55

```
23
C9H14 (ωB97M-V/def2-TZVPD)
C -0.7941 0.6919 -2.6158
C -1.0648 -0.7701 -2.9454
H 0.2307 0.8835 -2.2684
H -0.7737 1.3282 -3.5045
H -1.4498 1.1047 -1.8503
H -0.2574 -1.1478 -3.5686
H -2.0010 -0.9021 -3.4795
H -1.0218 -1.3729 -2.0380
C 0.4870 -2.1539 1.0854
C 0.5246 2.0359 1.8644
C -0.6402 1.2551 2.1931
C 1.6314 1.4483 1.2693
C -0.7553 -0.0505 1.8074
C 1.5749 0.0938 1.0604
C 0.3980 -0.7110 1.3306
H 0.5145 3.0848 2.1356
H -1.4789 1.7918 2.6296
H 2.5507 1.9925 1.0949
H -1.6060 -0.6041 2.1818
H 2.4684 -0.4325 0.7449
H 1.3310 -2.6012 1.6098
H 0.5965 -2.3173 -0.0017
H -0.4647 -2.6470 1.2650
```

---

[3]
The following is a quantum chemistry calculation of the molecule C17H29N5O7, from the OMol25 dataset.

Calculated values
Energy in eV: -39883.0384
Orbital gap in eV: 9.558
Structure (SMILES): COCCOCC(=O)NC[C@@]1(OC)CCN(C(=O)CCCn2c(O)nnc2O)C1
Lowest unoccupied orbital energy in eV: 0.534
E_HOMO in eV: -9.02

```
58
C17H29N5O7 (ωB97M-V/def2-TZVPD)
C 0.6068 4.6365 0.5026
O 1.5192 3.9278 -0.3042
C 0.8792 3.2303 -1.3451
C 1.8927 2.3668 -2.0432
O 2.3086 1.3318 -1.1570
C 3.1720 0.3849 -1.7866
C 2.3934 -0.8695 -2.1857
O 2.4102 -1.3013 -3.3276
N 1.7056 -1.3994 -1.1617
C 0.7148 -2.4348 -1.2846
C -0.7040 -1.9205 -1.5983
O -0.8244 -1.4088 -2.9098
C -0.5605 -2.3210 -3.9643
C -1.7140 -3.0253 -1.2491
C -1.9135 -2.8674 0.2544
N -1.7606 -1.4239 0.4605
C -2.1683 -0.8590 1.6017
O -2.5843 -1.5538 2.5364
C -2.1912 0.6612 1.6981
C -2.0580 1.1339 3.1445
C -0.6015 1.2697 3.6047
N 0.2683 0.2562 3.0320
C 1.1241 0.4152 1.9920
O 1.3134 1.6181 1.4596
N 1.6515 -0.7139 1.6318
N 1.1050 -1.7012 2.4537
C 0.2967 -1.1039 3.2654
O -0.4444 -1.6543 4.2321
C -1.1374 -0.7662 -0.6846
H 1.1789 5.1369 1.2802
H 0.0589 5.3854 -0.0810
H -0.1132 3.9545 0.9700
H 0.0708 2.6006 -0.9452
H 0.4366 3.9276 -2.0691
H 1.4401 1.9280 -2.9389
H 2.7578 2.9687 -2.3383
H 3.6330 0.8048 -2.6797
H 3.9516 0.1230 -1.0683
H 1.8599 -1.0407 -0.2188
H 1.0122 -3.1445 -2.0578
H 0.6907 -2.9722 -0.3350
H -0.9132 -1.8417 -4.8749
H 0.5075 -2.5178 -4.0634
H -1.1103 -3.2579 -3.8293
H -2.6451 -2.8264 -1.7839
H -1.3665 -4.0243 -1.5127
H -2.8935 -3.1883 0.6017
H -1.1640 -3.4079 0.8379
H -1.4347 1.1140 1.0545
H -3.1627 0.9643 1.2973
H -2.5378 2.1060 3.2666
H -2.5922 0.4306 3.7816
H -0.1864 2.2257 3.2891
H -0.5336 1.2135 4.6902
H 1.8337 1.5433 0.6290
H -1.3372 -1.8138 3.8558
H -0.2894 -0.1486 -0.3881
H -1.8513 -0.1511 -1.2373
```

---

[4]
The following is a quantum chemistry calculation of a cluster of 4 separate species, C3H11NO3 in total, from the OMol25 dataset.

Calculated values
Energy in eV: -10918.2884
Spin multiplicity: 2
Orbital gap (alpha / beta) in eV: 8.156 / 7.294
Expectation value of S²: 0.754
Lowest unoccupied orbital energy (alpha / beta) in eV: 3.910 / 3.037
Total charge: -1
E_HOMO (alpha / beta) in eV: -4.25 / -4.26

```
18
C3H11NO3 (ωB97M-V/def2-TZVPD)
C 2.0988 -0.5925 0.0699
C 2.4455 0.3368 -1.0079
C 1.2885 -0.0358 1.1621
N 0.6666 -0.8582 0.1478
H 2.5908 -1.5390 0.2909
H 2.0690 0.1296 -1.9919
H 3.1354 1.1660 -0.9057
H 1.1970 1.0430 1.1523
H 1.3090 -0.5106 2.1416
H -0.3249 -0.8007 0.3665
H -2.4340 -0.4811 0.3176
O -2.9303 -1.0188 -0.4014
H -0.8334 1.1872 -0.3726
H 0.2656 1.0858 -1.4326
O -0.6123 1.4577 -1.2886
H -3.7338 -0.5476 -0.6235
H -2.1248 0.8849 1.9273
O -1.5835 0.3481 1.3397
```

---

[5]
The following is a quantum chemistry calculation of a structure of composition C31H39N5SYb, from the OMol25 dataset.

Calculated values
Energy in eV: -82594.7154
Spin multiplicity: 2
Orbital gap (alpha / beta) in eV: 2.612 / 4.985
Expectation value of S²: 0.762
Lowest unoccupied orbital energy (alpha / beta) in eV: 2.374 / 2.302
Total charge: -1
E_HOMO (alpha / beta) in eV: -0.24 / -2.68

```
77
C31H39N5SYb (ωB97M-V/def2-TZVPD)
Yb 1.2470 -0.0145 0.1882
N 3.5118 0.5145 1.5690
N 0.1132 1.5288 1.9996
C -0.7722 -2.2759 -0.0579
C -0.2061 -2.3994 1.2373
C 1.1991 -2.5689 1.0890
C 2.2097 -2.5961 2.1729
H 1.7267 -2.5990 3.1613
H 2.9021 -1.7308 2.1285
H 2.8185 -3.5127 2.1047
C 1.5044 -2.5617 -0.3031
C 2.8778 -2.6446 -0.8697
H 3.1711 -3.7051 -0.9774
H 3.6440 -2.1776 -0.2228
H 2.9604 -2.1907 -1.8695
C 0.2827 -2.3515 -1.0120
C 0.1237 -2.2722 -2.4852
H 0.9518 -1.7315 -2.9673
H -0.8192 -1.7787 -2.7652
H 0.0981 -3.2830 -2.9276
C -0.9482 -2.3703 2.5216
H -1.1769 -3.3707 2.9310
H -1.9087 -1.8519 2.4062
H -0.3690 -1.8385 3.2884
C -2.2185 -2.1332 -0.3613
H -2.3677 -1.5623 -1.2874
H -2.7358 -1.6021 0.4490
H -2.7379 -3.0995 -0.4908
C 4.7545 0.9551 1.2964
H 5.5850 0.2685 1.4938
C 4.9844 2.2334 0.7728
H 6.0057 2.5468 0.5592
C 3.8973 3.1006 0.5867
H 4.0211 4.0521 0.0666
C 2.6679 2.7578 1.1258
H 1.8014 3.4211 1.1087
C 2.5366 1.4778 1.7388
C 1.3467 0.9774 2.3195
H 1.3268 0.0556 2.9118
C -0.7796 0.9900 1.0668
C -0.4797 2.6173 2.6774
H 0.0836 3.1701 3.4050
C -1.7698 2.6213 2.3338
H -2.5816 3.2384 2.6749
N -1.9486 1.6180 1.3721
C -3.1978 1.2570 0.7957
C -4.2163 0.7310 1.6131
C -5.4068 0.3372 0.9907
H -6.2143 -0.0647 1.6055
C -5.5880 0.4610 -0.3893
C -6.8737 0.0858 -1.0535
H -6.6766 -0.3686 -2.0302
H -7.4971 0.9710 -1.2248
H -7.4426 -0.6111 -0.4347
C -4.5374 0.9337 -1.1729
H -4.6539 1.0278 -2.2526
C -3.3273 1.3261 -0.5998
C -2.2310 1.8325 -1.4819
H -1.6901 2.6963 -1.0720
H -2.6651 2.1386 -2.4460
H -1.4805 1.0597 -1.7235
C -4.0652 0.5424 3.0955
H -4.1072 1.4952 3.6465
H -3.1409 0.0149 3.3840
H -4.9054 -0.0760 3.4487
S 1.2229 1.8050 -1.9117
C 2.4876 0.9476 -2.6449
N 3.6137 0.4899 -1.9851
C 4.6729 0.1344 -2.9433
C 3.9687 0.1764 -4.2975
N 2.6236 0.6567 -3.9498
H 3.8899 0.9881 -1.1355
H 5.0753 -0.8623 -2.7230
H 5.4874 0.8711 -2.8732
H 3.9102 -0.8157 -4.7708
H 4.4659 0.8736 -4.9903
H 1.9659 1.0233 -4.6328
```

---

Results for energy above the lowest of the compared OMol25 structures with the same formula, charge and spin: 0.673 0.269 0.093 3.166 0.000 (in eV, following the order of the records).